Here is a 2-piece molecular cluster, C6H12N2 overall in a non-equilibrium geometry from OMol25. Energies are from ωB97M-V with the def2-TZVPD basis set.

```
20
Properties=species:S:1:pos:R:3:forces:R:3
C -0.7627 -2.7828 -1.4449 -1.42 -0.72 0.57
C -0.8318 -1.4964 -0.6917 -0.08 0.35 -0.01
C -0.6007 -0.2225 -1.1533 0.19 -0.99 -0.17
N -1.0709 0.6091 -0.1870 0.12 0.85 0.99
C -1.4965 -0.1544 0.8543 -0.62 -0.78 -0.69
N -1.4006 -1.4283 0.5547 0.00 -0.11 0.24
H -1.5168 -2.7462 -2.2405 0.94 0.23 -0.74
H -1.2888 -3.5566 -0.8743 0.49 0.11 0.63
H 0.2153 -3.1953 -1.6757 -0.01 0.34 -0.47
H -0.1242 0.0660 -2.0685 -0.06 0.42 -0.09
H -0.9629 1.6053 -0.0989 0.05 -0.03 -0.38
H -2.0864 0.2032 1.6835 0.40 0.31 0.12
C 2.2432 2.0264 0.2809 -0.39 -0.86 0.22
C 2.6312 2.6123 1.6261 0.87 0.05 -0.01
H 2.1752 0.9336 0.2489 -0.14 0.04 0.48
H 1.2497 2.3995 0.0475 -0.02 0.08 -0.47
H 2.9399 2.2165 -0.5231 0.15 0.68 -0.14
H 1.9940 2.3025 2.4497 -0.33 0.03 -0.11
H 3.6442 2.3479 1.9392 0.02 -0.12 -0.17
H 2.6317 3.6976 1.5439 -0.16 0.12 0.21
```
Forces are in eV/Å.

Output
- relative energy (zero: lowest compared OMol25 entry of this formula, charge and spin) (kcal/mol) = 9.9
- structure (SMILES) = Cc1c[nH]cn1.CC
- highest occupied orbital energy (eV) = -8.55
- E_LUMO (Ha) = 0.032

Taken from the natural (NBO) analysis, the atomic charges in e are: atom 1 (C): -0.66, atom 2 (C): 0.09, atom 3 (C): -0.12, atom 4 (N): -0.51, atom 5 (C): 0.15, atom 6 (N): -0.46, atom 7 (H): 0.22, atom 8 (H): 0.24, atom 9 (H): 0.22, atom 10 (H): 0.22, atom 11 (H): 0.41, atom 12 (H): 0.20, atom 13 (C): -0.60, atom 14 (C): -0.61, atom 15 (H): 0.21, atom 16 (H): 0.18, atom 17 (H): 0.21, atom 18 (H): 0.21, atom 19 (H): 0.20, atom 20 (H): 0.20